Entry 1:
{
  "formula": "C2H36O16",
  "method": "ωB97M-V with the def2-TZVPD basis set",
  "species": ["O", "H", "H", "O", "H", "H", "O", "H", "H", "O", "H", "H", "O", "H", "H", "O", "H", "H", "O", "H", "H", "O", "H", "H", "O", "H", "H", "O", "H", "H", "O", "H", "H", "O", "H", "H", "O", "H", "H", "O", "H", "H", "O", "H", "H", "C", "C", "O", "H", "H", "H", "H", "H", "H"],
  "positions_angstrom": [[0.63, 2.33, -2.29], [1.49, 2.65, -2.54], [0.03, 3.04, -2.54], [0.20, -3.24, -2.97], [1.16, -3.21, -2.91], [-0.06, -2.34, -3.16], [-1.79, 1.48, -4.37], [-2.68, 1.47, -4.01], [-1.33, 2.15, -3.86], [2.20, -3.59, 1.43], [1.50, -3.42, 0.80], [2.98, -3.73, 0.88], [-1.13, -2.55, 2.42], [-0.54, -2.74, 1.69], [-0.74, -3.01, 3.17], [1.56, 3.73, 2.05], [1.67, 4.63, 2.38], [0.70, 3.74, 1.63], [0.14, -0.61, -3.50], [0.65, 0.07, -3.06], [-0.70, -0.20, -3.68], [0.03, -3.31, -0.14], [-0.40, -4.12, 0.11], [0.03, -3.32, -1.10], [3.81, 0.03, -0.44], [3.61, -0.13, -1.36], [4.00, -0.84, -0.08], [-4.03, -1.84, 1.86], [-3.23, -2.35, 1.93], [-3.76, -1.05, 1.38], [-1.21, 3.39, 1.24], [-1.55, 2.87, 1.97], [-1.26, 2.81, 0.48], [0.02, -0.19, 3.63], [0.90, -0.13, 3.26], [-0.29, -1.07, 3.38], [-2.08, 1.22, 2.73], [-1.31, 0.66, 2.83], [-2.62, 1.02, 3.50], [-2.86, -0.49, -2.05], [-2.17, -0.15, -1.48], [-3.41, 0.26, -2.24], [3.80, 1.97, 1.62], [3.13, 2.65, 1.59], [3.74, 1.53, 0.77], [0.96, 0.45, 0.23], [-0.48, 0.08, -0.11], [-1.11, 1.25, -0.65], [1.40, -0.48, 0.58], [1.01, 1.26, 0.96], [1.46, 0.79, -0.68], [-1.05, -0.15, 0.80], [-0.52, -0.81, -0.74], [-0.50, 1.57, -1.32]],
  "multiplicity": 1,
  "de_lowest_kcal_mol": 59.7,
  "gap_ev": 9.67
}

---

Entry 2:
{
  "formula": "C6H15N3O",
  "method": "ωB97M-V with the def2-TZVPD basis set",
  "species": ["C", "C", "C", "C", "N", "H", "H", "H", "H", "H", "H", "H", "H", "H", "C", "C", "N", "O", "N", "H", "H", "H", "H", "H", "H"],
  "positions_angstrom": [[-0.67, 0.85, 0.74], [-1.47, -1.47, 1.41], [-1.78, 1.28, -0.21], [-0.34, -0.70, 0.71], [-0.24, -1.23, -0.60], [0.14, -2.17, -0.57], [-0.97, 1.04, 1.78], [0.24, 1.42, 0.57], [-2.39, -1.38, 0.84], [-1.62, -1.07, 2.41], [-1.21, -2.52, 1.50], [-2.02, 2.32, -0.03], [-2.68, 0.70, -0.06], [-1.49, 1.16, -1.24], [1.67, 1.48, -1.48], [0.94, 0.44, -2.26], [2.05, -0.79, 0.89], [0.80, -0.97, 1.56], [0.38, -0.61, -1.88], [2.56, -0.11, 1.44], [2.53, -1.68, 0.99], [0.03, -1.26, -2.58], [2.46, 1.88, -2.10], [0.98, 2.30, -1.29], [2.08, 1.10, -0.54]],
  "multiplicity": 1,
  "de_lowest_kcal_mol": 129.9,
  "gap_ev": 8.18
}

---

Entry 3:
{
  "formula": "C4H7NO",
  "method": "ωB97M-V with the def2-TZVPD basis set",
  "species": ["C", "C", "C", "O", "C", "N", "H", "H", "H", "H", "H", "H", "H"],
  "positions_angstrom": [[-0.37, 1.70, 0.02], [-0.16, 0.28, -0.42], [0.88, -0.43, 0.05], [1.98, 0.26, 0.46], [-1.91, -1.35, 0.28], [-1.32, -2.26, -0.21], [-1.38, 2.03, -0.23], [-0.27, 1.74, 1.11], [0.36, 2.37, -0.42], [-0.83, -0.11, -1.17], [-0.44, -2.42, -0.68], [0.90, -1.49, 0.27], [2.56, -0.31, 0.96]],
  "multiplicity": 1,
  "de_lowest_kcal_mol": 90.5,
  "gap_ev": 9.00
}

---

Entry 4:
{
  "formula": "C3F8N2S2",
  "method": "ωB97M-V with the def2-TZVPD basis set",
  "species": ["C", "C", "C", "N", "N", "F", "F", "F", "F", "F", "F", "F", "F", "S", "S"],
  "positions_angstrom": [[-1.37, -0.29, 0.31], [-0.59, -0.81, -0.86], [-2.12, 1.04, 0.36], [2.75, -0.64, 0.63], [0.03, -0.21, 0.26], [-2.04, -1.19, 1.06], [-0.64, -2.09, -1.12], [-0.35, -0.10, -2.03], [-2.31, 1.40, 1.67], [-1.52, 2.05, -0.19], [-3.37, 0.93, -0.18], [3.72, -0.23, -1.65], [4.39, 1.46, -0.08], [1.37, -0.77, 1.60], [4.03, -0.19, 0.00]],
  "multiplicity": 1,
  "de_lowest_kcal_mol": 0.0,
  "gap_ev": 8.86
}

---

Entry 5:
{
  "formula": "C4H7NO4",
  "method": "ωB97M-V with the def2-TZVPD basis set",
  "species": ["C", "C", "C", "C", "H", "H", "H", "H", "H", "H", "H", "N", "O", "O", "O", "O"],
  "positions_angstrom": [[0.30, 0.15, 0.55], [-0.92, 1.12, 0.93], [-0.09, -0.86, -0.53], [-0.20, -0.33, -1.96], [1.76, -0.50, 1.82], [0.31, -1.46, 1.70], [1.11, 0.77, 0.14], [0.58, -1.67, -0.54], [-1.07, -1.33, -0.42], [0.62, 0.95, -3.11], [-0.18, 0.86, 2.49], [0.70, -0.53, 1.77], [-1.59, 1.49, -0.01], [-0.89, -0.81, -2.86], [0.58, 0.75, -2.16], [-1.01, 1.41, 2.19]],
  "multiplicity": 1,
  "de_lowest_kcal_mol": 16.3,
  "gap_ev": 10.16,
  "smiles": "N[C@@H](CC(=O)O)C(=O)O"
}

---

Entry 6:
{
  "formula": "C15H33O30S8",
  "method": "ωB97M-V with the def2-TZVPD basis set",
  "species": ["O", "O", "C", "S", "H", "H", "H", "H", "H", "C", "C", "O", "S", "O", "O", "O", "H", "H", "H", "H", "C", "C", "O", "S", "O", "O", "O", "H", "H", "H", "H", "C", "C", "O", "S", "O", "O", "O", "H", "H", "H", "H", "C", "C", "O", "S", "O", "O", "O", "H", "H", "H", "H", "C", "C", "O", "S", "O", "O", "O", "H", "H", "H", "H", "C", "C", "O", "S", "O", "O", "O", "H", "H", "H", "H", "C", "C", "O", "S", "O", "O", "O", "H", "H", "H", "H"],
  "positions_angstrom": [[-2.59, -3.67, -1.05], [-1.39, -4.39, -0.76], [-0.39, -3.99, -1.59], [0.35, -2.40, -0.89], [-2.84, -4.01, -1.93], [0.40, -4.74, -1.58], [-0.70, -3.76, -2.61], [0.12, -1.42, -1.84], [1.68, -2.61, -0.97], [-3.96, 0.24, -3.36], [-3.37, -0.23, -4.68], [-2.09, 0.45, -4.73], [-1.51, 0.61, -3.28], [-0.52, -0.42, -3.03], [-1.10, 1.94, -3.08], [-2.79, 0.25, -2.47], [-4.37, 1.24, -3.42], [-4.70, -0.44, -2.95], [-3.95, 0.07, -5.54], [-3.19, -1.31, -4.70], [1.79, 1.83, -1.73], [2.29, 1.39, -3.09], [3.70, 1.68, -3.05], [4.26, 1.45, -1.58], [4.83, 0.15, -1.46], [5.00, 2.60, -1.20], [2.85, 1.43, -0.84], [1.66, 2.91, -1.69], [0.88, 1.35, -1.41], [1.83, 1.93, -3.91], [2.17, 0.31, -3.24], [6.64, 3.14, 1.53], [8.10, 3.09, 1.15], [8.77, 3.54, 2.34], [7.99, 3.05, 3.64], [8.55, 1.85, 4.14], [7.80, 4.18, 4.48], [6.62, 2.68, 2.90], [6.24, 4.15, 1.50], [6.01, 2.48, 0.93], [8.35, 3.75, 0.33], [8.43, 2.07, 0.92], [-2.42, -5.00, 2.73], [-1.27, -4.01, 2.69], [-1.46, -3.22, 3.87], [-2.07, -4.13, 5.04], [-1.03, -4.58, 5.89], [-3.20, -3.45, 5.57], [-2.52, -5.34, 4.11], [-3.36, -4.55, 2.40], [-2.23, -5.91, 2.16], [-1.31, -3.35, 1.83], [-0.31, -4.53, 2.73], [4.64, -4.91, 1.86], [3.72, -3.86, 1.28], [2.73, -4.63, 0.56], [2.46, -6.01, 1.33], [1.29, -5.86, 2.13], [2.55, -7.06, 0.38], [3.72, -5.96, 2.26], [5.33, -5.31, 1.12], [5.18, -4.58, 2.74], [4.21, -3.18, 0.59], [3.22, -3.29, 2.07], [-7.34, 4.23, -0.74], [-6.86, 5.22, -1.78], [-6.31, 4.37, -2.81], [-7.14, 3.02, -2.91], [-8.09, 3.08, -3.95], [-6.21, 1.94, -2.87], [-7.89, 3.15, -1.52], [-6.51, 3.84, -0.13], [-8.12, 4.62, -0.09], [-6.07, 5.88, -1.43], [-7.68, 5.80, -2.21], [-1.28, 2.45, 2.54], [-1.89, 3.84, 2.61], [-1.56, 4.41, 1.32], [-1.59, 3.29, 0.21], [-2.85, 3.29, -0.46], [-0.39, 3.34, -0.55], [-1.54, 2.03, 1.19], [-0.20, 2.48, 2.70], [-1.74, 1.74, 3.22], [-1.45, 4.47, 3.38], [-2.97, 3.81, 2.72]],
  "multiplicity": 1,
  "de_lowest_kcal_mol": 0.0,
  "total_charge": 1,
  "gap_ev": 8.87
}

---

Entry 7:
{
  "formula": "C21H19F3IrN6P",
  "method": "ωB97M-V with the def2-TZVPD basis set",
  "species": ["Ir", "C", "N", "C", "C", "N", "C", "P", "C", "N", "C", "C", "N", "C", "C", "N", "C", "C", "N", "C", "H", "H", "H", "H", "H", "H", "H", "H", "H", "H", "H", "H", "H", "H", "H", "F", "C", "F", "F", "C", "C", "C", "C", "C", "C", "C", "C", "H", "H", "H", "H"],
  "positions_angstrom": [[-0.43, 0.38, -0.11], [-1.41, 3.07, -4.86], [-1.39, 2.76, -3.43], [-1.90, 3.54, -2.44], [-1.67, 2.90, -1.26], [-1.03, 1.73, -1.54], [-0.86, 1.66, -2.86], [-0.02, 0.25, -3.64], [1.39, 0.25, -2.46], [1.27, 0.30, -1.13], [2.52, 0.27, -0.58], [3.42, 0.20, -1.61], [2.69, 0.19, -2.77], [3.27, 0.12, -4.12], [-0.99, -1.00, -2.73], [-1.16, -0.97, -1.41], [-1.91, -2.07, -1.05], [-2.19, -2.75, -2.19], [-1.61, -2.08, -3.23], [-1.65, -2.49, -4.63], [-1.90, 4.03, -4.99], [-1.96, 2.31, -5.41], [-0.39, 3.14, -5.24], [-2.38, 4.48, -2.65], [-1.92, 3.20, -0.25], [2.68, 0.29, 0.48], [4.49, 0.16, -1.60], [4.35, 0.09, -4.02], [2.98, 0.99, -4.69], [2.94, -0.79, -4.62], [-2.17, -2.28, -0.03], [-2.75, -3.66, -2.34], [-2.24, -3.40, -4.70], [-0.64, -2.69, -5.00], [-2.12, -1.72, -5.23], [1.50, -1.91, 8.90], [0.55, -1.02, 8.60], [-0.61, -1.46, 9.13], [0.85, 0.14, 9.21], [0.41, -0.81, 7.11], [1.20, -1.52, 6.22], [1.06, -1.31, 4.87], [0.11, -0.39, 4.40], [-0.69, 0.31, 5.31], [-0.53, 0.10, 6.66], [-0.04, -0.18, 3.01], [-0.17, 0.05, 1.81], [1.93, -2.23, 6.59], [1.67, -1.86, 4.16], [-1.42, 1.02, 4.94], [-1.14, 0.65, 7.38]],
  "multiplicity": 1,
  "total_charge": 2,
  "gap_ev": [6.39, 6.39]
}

---

Entry 8:
{
  "formula": "Cl2Hg3O8",
  "method": "ωB97M-V with the def2-TZVPD basis set",
  "species": ["Hg", "Hg", "Hg", "Cl", "O", "O", "O", "O", "Cl", "O", "O", "O", "O"],
  "positions_angstrom": [[-0.47, 3.31, -2.97], [0.66, 0.80, 2.98], [4.86, -0.56, -2.19], [-2.18, -0.87, 1.54], [-0.99, -1.73, 1.63], [-3.40, -1.59, 1.69], [-1.94, 0.22, 2.52], [-1.95, -0.39, 0.17], [1.09, 0.25, -1.08], [0.84, 0.35, 0.31], [0.88, -1.28, -1.41], [0.23, 1.13, -1.69], [2.38, 0.38, -1.49]],
  "multiplicity": 1,
  "de_lowest_kcal_mol": 87.6,
  "total_charge": 4,
  "gap_ev": 2.32
}

---

Entry 9:
{
  "formula": "C22H41FNO12PS3",
  "method": "ωB97M-V with the def2-TZVPD basis set",
  "species": ["C", "C", "O", "P", "O", "O", "C", "C", "N", "C", "C", "C", "C", "O", "O", "C", "C", "O", "F", "H", "H", "H", "H", "H", "H", "H", "H", "H", "H", "H", "H", "H", "H", "H", "H", "H", "C", "C", "C", "S", "O", "O", "C", "H", "H", "H", "H", "H", "H", "H", "H", "C", "C", "C", "S", "O", "O", "C", "H", "H", "H", "H", "H", "H", "H", "H", "C", "C", "C", "S", "O", "O", "C", "H", "H", "H", "H", "H", "H", "H", "H"],
  "positions_angstrom": [[-2.39, 1.89, -4.77], [-2.91, 2.57, -3.76], [-2.73, 3.96, -3.73], [-1.99, 4.48, -2.39], [-2.99, 4.93, -1.43], [-1.14, 3.30, -1.77], [0.21, 3.18, -2.29], [0.90, 2.10, -1.44], [-0.02, 0.97, -1.31], [-0.14, 0.45, 0.06], [-1.48, 0.92, 0.71], [0.19, -0.01, -2.27], [-0.84, -1.13, -2.30], [1.08, 0.00, -3.09], [-1.04, 5.73, -2.77], [-1.14, 6.22, -4.12], [-0.32, 5.33, -5.04], [-0.76, 4.78, -6.01], [0.96, 5.17, -4.68], [-1.53, 2.32, -5.26], [-2.83, 0.96, -5.10], [-3.48, 2.10, -2.97], [0.17, 2.78, -3.31], [0.74, 4.12, -2.25], [1.07, 2.58, -0.47], [1.88, 1.85, -1.84], [-0.14, -0.63, 0.11], [0.64, 0.84, 0.71], [-2.07, 0.06, 1.01], [-2.08, 1.47, -0.01], [-1.29, 1.54, 1.58], [-0.86, -1.47, -3.32], [-1.81, -0.78, -1.97], [-0.50, -1.96, -1.68], [-0.68, 7.21, -4.11], [-2.16, 6.31, -4.46], [0.96, -6.24, 1.23], [1.91, -5.78, 0.11], [1.22, -4.64, -0.63], [0.13, -3.85, 0.56], [-1.23, -4.04, 0.14], [0.64, -2.53, 0.88], [0.48, -4.96, 1.91], [1.46, -6.90, 1.94], [0.12, -6.78, 0.80], [2.84, -5.43, 0.55], [2.16, -6.60, -0.56], [1.93, -3.90, -1.00], [0.60, -5.00, -1.45], [-0.42, -5.11, 2.51], [1.26, -4.52, 2.52], [4.75, 6.46, -1.41], [5.59, 5.38, -0.72], [4.81, 4.91, 0.51], [3.07, 5.17, 0.14], [2.55, 6.18, 1.03], [2.42, 3.89, -0.02], [3.33, 5.91, -1.47], [5.12, 6.69, -2.41], [4.76, 7.38, -0.82], [5.73, 4.54, -1.41], [6.58, 5.75, -0.45], [4.97, 3.86, 0.73], [5.05, 5.51, 1.39], [2.57, 6.67, -1.65], [3.24, 5.11, -2.22], [-3.59, -5.15, 6.45], [-4.10, -6.60, 6.39], [-3.69, -7.17, 5.02], [-2.20, -6.29, 4.54], [-2.48, -5.50, 3.37], [-1.07, -7.18, 4.60], [-2.15, -5.20, 5.96], [-3.66, -4.74, 7.46], [-4.19, -4.52, 5.79], [-3.64, -7.18, 7.19], [-5.18, -6.65, 6.52], [-3.47, -8.23, 5.08], [-4.44, -6.99, 4.26], [-1.76, -4.22, 5.66], [-1.49, -5.65, 6.70]],
  "multiplicity": 1,
  "gap_ev": 9.29,
  "smiles": "C=CO[P@@](=O)(OCCN(CC)C(C)=O)OCC(=O)F.O=S1(=O)CCCC1.O=S1(=O)CCCC1.O=S1(=O)CCCC1"
}

---

Entry 10:
{
  "formula": "C18H22Cl24FN3O3STa",
  "method": "ωB97M-V with the def2-TZVPD basis set",
  "species": ["C", "C", "O", "N", "C", "C", "O", "Ta", "C", "C", "F", "C", "C", "C", "C", "S", "C", "N", "N", "C", "O", "H", "H", "H", "H", "H", "H", "H", "H", "H", "H", "H", "H", "H", "H", "H", "H", "H", "H", "H", "H", "H", "H", "C", "Cl", "Cl", "Cl", "Cl", "C", "Cl", "Cl", "Cl", "Cl", "C", "Cl", "Cl", "Cl", "Cl", "C", "Cl", "Cl", "Cl", "Cl", "C", "Cl", "Cl", "Cl", "Cl", "C", "Cl", "Cl", "Cl", "Cl"],
  "positions_angstrom": [[-4.47, -0.40, 2.34], [-2.98, -0.26, 2.22], [-2.32, -0.01, 3.20], [-2.36, -0.42, 0.95], [-2.40, -1.81, 0.56], [-3.54, -2.32, -0.30], [-1.54, -2.56, 0.93], [-2.57, 1.14, -0.51], [-0.72, 0.36, -1.59], [-0.92, -0.55, -2.80], [-0.34, -1.81, -2.52], [-1.50, 2.60, 0.86], [-0.31, 3.36, 0.27], [1.06, 2.68, 0.37], [1.37, 2.10, 1.75], [2.16, 0.45, 1.71], [1.12, -0.51, 2.70], [0.75, -1.73, 2.50], [-0.05, -2.08, 3.58], [-0.11, -1.04, 4.32], [0.62, 0.00, 3.86], [-5.00, -0.30, 1.40], [-4.82, 0.39, 3.01], [-4.69, -1.36, 2.83], [-4.49, -1.89, -0.02], [-3.54, -3.40, -0.22], [-3.32, -2.06, -1.34], [-3.70, 0.19, -1.64], [-4.18, 1.77, 0.19], [-2.67, 2.47, -1.78], [-0.08, -0.18, -0.88], [-0.19, 1.25, -1.95], [-0.43, -0.15, -3.70], [-1.96, -0.75, -3.06], [-2.25, 3.34, 1.15], [-1.26, 2.06, 1.78], [-0.23, 4.35, 0.74], [-0.51, 3.57, -0.79], [1.82, 3.43, 0.15], [1.19, 1.91, -0.39], [2.10, 2.73, 2.26], [0.50, 2.04, 2.40], [-0.66, -0.90, 5.24], [0.71, -5.21, -3.53], [-0.06, -4.22, -4.78], [0.13, -4.75, -1.95], [0.36, -6.92, -3.86], [2.46, -4.96, -3.59], [-4.44, 5.84, 1.62], [-3.24, 5.88, 0.33], [-6.02, 6.34, 0.97], [-4.56, 4.22, 2.28], [-3.96, 6.98, 2.89], [5.46, 1.58, -1.50], [6.56, 0.20, -1.70], [6.41, 3.03, -1.14], [4.57, 1.81, -3.01], [4.34, 1.24, -0.19], [3.50, -1.11, -5.02], [2.36, -1.26, -3.69], [3.56, 0.57, -5.57], [5.11, -1.60, -4.48], [2.99, -2.14, -6.36], [11.32, 0.66, -1.25], [11.87, -0.26, 0.15], [11.69, 2.37, -1.01], [12.16, 0.08, -2.70], [9.58, 0.46, -1.45], [-5.08, -4.90, 3.74], [-4.41, -5.12, 5.36], [-3.99, -3.92, 2.77], [-5.29, -6.49, 2.98], [-6.65, -4.10, 3.86]],
  "multiplicity": 1,
  "de_lowest_kcal_mol": 0.0,
  "total_charge": -1,
  "gap_ev": 6.84
}

---

Entry 11:
{
  "formula": "C5H10O2",
  "method": "ωB97M-V with the def2-TZVPD basis set",
  "species": ["C", "C", "O", "C", "C", "C", "O", "H", "H", "H", "H", "H", "H", "H", "H", "H", "H"],
  "positions_angstrom": [[-0.75, 2.95, 0.64], [-0.59, 1.64, -0.09], [0.11, 0.78, 0.79], [0.39, -0.46, 0.31], [0.96, -3.05, -0.25], [-0.12, -1.05, -0.78], [0.21, -2.31, -1.19], [0.24, 3.34, 0.91], [-1.26, 3.69, 0.01], [-1.33, 2.80, 1.55], [-1.57, 1.21, -0.35], [-0.01, 1.74, -1.02], [1.12, -0.95, 0.93], [1.12, -4.03, -0.68], [1.93, -2.57, -0.04], [0.40, -3.13, 0.70], [-0.85, -0.60, -1.44]],
  "multiplicity": 1,
  "de_lowest_kcal_mol": 59.4,
  "gap_ev": 9.18,
  "smiles": "CCO/C=C/OC"
}

---

Entry 12:
{
  "formula": "C4H7NO",
  "method": "ωB97M-V with the def2-TZVPD basis set",
  "species": ["C", "C", "O", "C", "N", "C", "H", "H", "H", "H", "H", "H", "H"],
  "positions_angstrom": [[0.31, 0.59, 0.86], [0.67, 0.87, -0.59], [-0.50, 0.70, -1.39], [-1.02, -0.54, -1.23], [-0.80, -1.35, -0.28], [-0.09, -0.89, 0.91], [1.14, 0.82, 1.54], [-0.52, 1.24, 1.15], [1.03, 1.89, -0.78], [1.41, 0.14, -0.93], [-1.67, -0.81, -2.06], [0.80, -1.53, 1.05], [-0.76, -1.11, 1.75]],
  "multiplicity": 1,
  "de_lowest_kcal_mol": 27.1,
  "gap_ev": 10.62,
  "smiles": "C1=NCCCO1"
}

---

Q: What is the formula in the fifth record?
A: C4H7NO4